(1)
{"formula": "C39H64BBr2Cl41NO8P", "method": "ωB97M-V/def2-TZVPD", "elements": ["C", "C", "C", "C", "B", "O", "O", "C", "C", "Br", "C", "C", "Br", "C", "C", "C", "O", "C", "N", "C", "C", "C", "O", "C", "P", "O", "Cl", "C", "C", "O", "O", "C", "O", "H", "H", "H", "H", "H", "H", "H", "H", "H", "H", "H", "H", "H", "H", "H", "H", "H", "H", "H", "H", "H", "H", "H", "H", "C", "Cl", "Cl", "H", "H", "C", "Cl", "Cl", "H", "H", "C", "Cl", "Cl", "H", "H", "C", "Cl", "Cl", "H", "H", "C", "Cl", "Cl", "H", "H", "C", "Cl", "Cl", "H", "H", "C", "Cl", "Cl", "H", "H", "C", "Cl", "Cl", "H", "H", "C", "Cl", "Cl", "H", "H", "C", "Cl", "Cl", "H", "H", "C", "Cl", "Cl", "H", "H", "C", "Cl", "Cl", "H", "H", "C", "Cl", "Cl", "H", "H", "C", "Cl", "Cl", "H", "H", "C", "Cl", "Cl", "H", "H", "C", "Cl", "Cl", "H", "H", "C", "Cl", "Cl", "H", "H", "C", "Cl", "Cl", "H", "H", "C", "Cl", "Cl", "H", "H", "C", "Cl", "Cl", "H", "H"], "coordinates": [[-2.712, -1.298, 5.107], [-3.749, -0.440, 4.332], [-3.068, 0.210, 3.150], [-2.442, 1.459, 3.282], [-2.512, 2.072, 4.755], [-3.265, 3.150, 5.134], [-1.801, 1.439, 5.730], [-1.820, 2.075, 2.180], [-1.126, 3.407, 2.275], [-2.413, 4.868, 2.618], [0.103, 3.448, 3.283], [0.627, 2.086, 3.764], [-0.102, 4.551, 4.889], [-1.859, 1.435, 0.923], [-1.298, 2.070, -0.344], [0.137, 1.676, -0.750], [0.770, 2.825, -1.366], [1.037, 1.285, 0.391], [2.280, 0.673, -0.126], [-2.467, 0.184, 0.809], [-3.065, -0.440, 1.911], [-3.679, -1.784, 1.708], [-3.695, -2.659, 2.540], [-4.269, -2.039, 0.354], [-5.704, -3.185, 0.182], [-5.123, -4.540, 0.903], [-7.046, -2.488, 1.597], [-3.705, -1.446, -0.700], [-4.182, -1.641, -2.105], [-5.017, -0.560, -2.487], [-5.170, -0.689, -3.896], [-2.515, -0.559, -0.479], [-1.656, -0.531, -1.330], [-1.716, -1.260, 4.670], [-2.656, -0.999, 6.146], [-3.018, -2.344, 5.093], [-4.567, -1.080, 4.015], [-4.204, 0.289, 5.002], [-4.028, 3.278, 4.561], [-2.076, 1.741, 6.604], [-0.734, 3.701, 1.313], [0.910, 3.945, 2.751], [0.473, 1.280, 3.055], [0.234, 1.859, 4.749], [1.707, 2.196, 3.904], [-1.377, 3.154, -0.303], [-1.934, 1.766, -1.175], [0.170, 0.884, -1.492], [0.111, 3.257, -1.919], [1.295, 2.162, 0.989], [0.575, 0.553, 1.052], [2.537, -0.063, 0.519], [3.032, 1.350, -0.136], [-4.157, -4.493, 0.932], [-3.307, -1.732, -2.755], [-4.729, -2.579, -2.222], [-4.291, -0.469, -4.257], [2.122, 5.873, -1.238], [1.670, 5.612, 0.446], [3.648, 6.748, -1.390], [2.235, 4.904, -1.712], [1.342, 6.446, -1.726], [4.588, 10.272, -1.406], [6.218, 9.618, -1.209], [4.588, 11.787, -2.320], [3.986, 9.546, -1.940], [4.170, 10.461, -0.425], [0.844, -1.645, 7.184], [0.517, -3.293, 6.638], [-0.588, -0.877, 7.877], [1.618, -1.677, 7.941], [1.168, -1.056, 6.333], [5.221, 2.604, 2.062], [3.488, 2.923, 2.199], [5.778, 2.773, 0.390], [5.755, 3.313, 2.681], [5.413, 1.590, 2.394], [-0.522, -4.025, -1.761], [-2.094, -3.657, -1.038], [0.362, -5.281, -0.884], [-0.683, -4.355, -2.782], [0.074, -3.119, -1.742], [5.711, 15.711, -2.422], [5.292, 15.491, -0.721], [7.235, 16.583, -2.625], [5.808, 14.734, -2.881], [4.922, 16.279, -2.901], [4.923, -1.087, 4.472], [6.610, -1.141, 3.954], [3.814, -0.859, 3.112], [4.682, -2.021, 4.965], [4.800, -0.251, 5.151], [3.035, -0.165, -3.271], [3.002, -1.781, -4.007], [4.667, 0.319, -2.807], [2.651, 0.551, -3.988], [2.425, -0.173, -2.372], [5.048, 2.720, 6.207], [6.427, 2.119, 5.279], [3.504, 2.212, 5.503], [5.111, 2.319, 7.211], [5.085, 3.802, 6.230], [2.891, -7.197, -2.504], [3.943, -8.197, -1.490], [3.811, -6.025, -3.457], [2.353, -7.846, -3.184], [2.205, -6.660, -1.860], [3.151, -10.376, -5.323], [3.042, -12.051, -5.867], [1.611, -9.794, -4.669], [3.901, -10.311, -4.543], [3.423, -9.753, -6.166], [-4.089, 1.124, -7.111], [-3.236, -0.077, -6.129], [-2.979, 2.302, -7.814], [-4.601, 0.605, -7.912], [-4.799, 1.645, -6.480], [-4.084, -6.937, -1.995], [-2.398, -7.422, -1.767], [-4.215, -5.418, -2.883], [-4.594, -7.709, -2.559], [-4.546, -6.806, -1.023], [-6.384, -8.085, -5.571], [-6.934, -8.462, -3.934], [-4.958, -7.036, -5.577], [-6.133, -9.012, -6.072], [-7.185, -7.576, -6.092], [2.501, -7.126, 1.797], [3.282, -5.808, 2.679], [2.076, -8.472, 2.861], [1.593, -6.745, 1.343], [3.183, -7.487, 1.036], [-5.429, 3.981, -0.193], [-4.655, 2.834, 0.904], [-4.237, 4.942, -1.080], [-6.026, 3.428, -0.907], [-6.052, 4.651, 0.386], [6.349, -3.274, -2.729], [6.193, -2.509, -1.147], [8.033, -3.646, -3.128], [5.784, -4.198, -2.720], [5.956, -2.595, -3.477], [-6.539, -0.191, 7.282], [-4.852, -0.701, 7.420], [-6.705, 1.300, 6.343], [-7.096, -0.977, 6.786], [-6.933, -0.017, 8.276], [-2.284, -3.854, -6.677], [-1.868, -3.068, -5.141], [-2.632, -2.682, -7.953], [-1.444, -4.464, -6.987], [-3.164, -4.467, -6.521], [4.355, 5.185, -5.062], [4.273, 4.155, -3.631], [2.887, 6.155, -5.261], [5.200, 5.855, -4.958], [4.473, 4.555, -5.935]], "atomic_forces_ev_per_a": [[-0.6, -0.4, 0.0], [0.7, -0.3, 0.2], [-0.5, -0.2, -0.1], [0.0, 0.3, 0.1], [0.1, 0.1, 0.1], [-0.6, -0.6, 0.1], [0.0, 0.0, 0.0], [-0.4, -0.5, -0.3], [0.3, 0.2, 1.2], [0.2, 0.0, -0.4], [-0.2, -0.3, -0.3], [0.6, 0.5, 0.2], [0.1, 0.0, -0.1], [0.5, 0.1, -0.4], [-0.2, -0.4, -0.1], [0.3, 0.9, -0.1], [0.0, 0.0, 0.1], [0.9, -0.3, -0.1], [-0.5, -0.1, 0.2], [0.0, -0.2, 0.3], [0.1, 0.4, 0.1], [0.0, 0.1, -0.3], [0.1, 0.0, 0.2], [-0.3, 0.3, 0.7], [-0.4, -0.5, -0.8], [0.1, 0.3, -0.4], [0.4, 0.2, 0.3], [-1.0, 0.4, 0.2], [0.1, -0.7, -0.3], [0.6, 0.2, 0.1], [-0.3, -0.1, -0.1], [-0.2, -0.1, -0.1], [0.1, 0.2, -0.1], [0.0, 0.2, 0.0], [0.2, 0.1, -0.1], [0.0, 0.0, -0.1], [0.0, 0.0, -0.1], [0.2, 0.3, -0.1], [0.2, 0.4, -0.2], [0.2, 0.1, 0.0], [0.2, -0.1, 0.0], [-0.1, 0.2, -0.1], [-0.2, -0.1, 0.0], [-0.3, -0.4, -0.2], [-0.3, -0.1, -0.2], [0.1, 0.0, 0.1], [-0.1, 0.1, 0.0], [-0.4, -0.2, 0.2], [0.0, -0.1, -0.1], [-0.3, 0.1, 0.0], [-0.3, 0.0, -0.1], [0.3, 0.0, -0.1], [0.1, 0.0, -0.1], [0.0, -0.1, 0.5], [0.0, 0.3, 0.0], [-0.1, 0.0, 0.1], [-0.3, 0.1, 0.2], [-0.1, -0.2, -0.2], [-0.1, 0.1, 0.2], [0.1, 0.1, 0.1], [0.0, 0.0, 0.1], [0.0, 0.1, 0.1], [0.0, 0.0, 0.0], [0.0, 0.0, 0.0], [0.0, 0.0, 0.0], [0.0, 0.0, -0.1], [0.1, 0.1, 0.0], [0.1, 0.1, -0.1], [0.0, 0.0, 0.0], [0.1, 0.0, 0.2], [0.0, 0.0, 0.0], [-0.1, 0.0, 0.0], [0.1, 0.0, -0.1], [0.2, 0.1, -0.1], [0.0, 0.0, 0.0], [0.0, 0.1, 0.0], [-0.1, 0.0, -0.1], [0.1, 0.1, -0.2], [0.7, -0.5, 0.1], [-0.1, 0.1, 0.1], [-0.1, -0.1, 0.1], [0.0, 0.0, 0.1], [0.0, -0.1, -0.1], [0.0, 0.0, 0.0], [0.0, 0.0, 0.0], [0.1, 0.0, 0.0], [0.0, 0.1, 0.0], [0.0, 0.0, 0.1], [0.0, 0.0, 0.0], [0.0, 0.0, 0.0], [0.0, -0.1, -0.1], [0.0, 0.1, -0.1], [-0.2, 0.1, 0.1], [0.0, 0.0, 0.0], [0.0, 0.0, 0.0], [0.1, 0.0, -0.1], [0.1, 0.0, 0.1], [-0.1, 0.0, 0.2], [0.0, 0.0, 0.1], [0.2, 0.0, 0.3], [0.0, 0.0, 0.0], [0.0, 0.0, -0.1], [-0.1, 0.0, 0.1], [0.0, -0.1, -0.1], [-0.1, 0.0, 0.0], [0.1, 0.0, 0.0], [0.1, 0.0, -0.1], [0.1, 0.0, 0.0], [0.0, 0.0, 0.0], [0.0, 0.0, -0.1], [0.0, 0.0, 0.0], [-0.1, 0.0, 0.0], [-0.1, 0.1, 0.0], [0.2, 0.3, -0.1], [0.0, 0.0, 0.0], [0.1, 0.0, 0.0], [0.0, 0.0, 0.0], [-0.1, 0.0, 0.1], [0.0, 0.0, 0.0], [-0.1, 0.1, 0.1], [0.0, 0.0, -0.1], [0.1, 0.1, 0.0], [0.0, 0.0, -0.2], [0.0, 0.0, 0.0], [-0.1, -0.2, -0.2], [0.0, 0.0, 0.1], [0.0, 0.1, 0.1], [0.0, 0.0, 0.0], [0.0, 0.0, -0.1], [0.0, 0.0, 0.0], [0.0, 0.0, 0.1], [0.0, 0.0, 0.1], [-0.1, 0.0, 0.0], [-0.3, -0.1, -0.1], [0.0, 0.0, 0.0], [0.1, 0.0, 0.0], [0.1, 0.0, 0.0], [-0.1, 0.0, -0.1], [0.0, 0.0, 0.1], [0.0, 0.0, 0.0], [0.1, 0.0, 0.1], [0.0, 0.1, 0.0], [0.0, 0.0, 0.1], [-0.2, 0.0, 0.2], [0.0, 0.0, 0.0], [0.0, 0.0, -0.1], [0.0, 0.1, 0.0], [-0.1, -0.1, -0.1], [0.0, 0.0, 0.0], [0.1, -0.3, -0.1], [0.1, 0.1, 0.0], [0.0, 0.1, 0.1], [0.1, 0.0, 0.0], [0.0, -0.2, -0.1], [0.0, 0.0, 0.0], [0.0, 0.0, 0.1], [-0.1, 0.0, 0.0]], "homo_lumo_gap_ha": 0.2811, "energy_ev": -722822.5037}

(2)
{"formula": "C5H4O2", "method": "ωB97M-V/def2-TZVPD", "elements": ["C", "C", "C", "C", "C", "H", "H", "H", "H", "O", "O"], "coordinates": [[0.175, 0.989, 0.020], [0.941, -0.375, -0.346], [-1.020, -0.057, -0.335], [-0.849, -0.956, 0.902], [0.501, -1.098, 0.897], [1.961, -0.366, -0.784], [-1.914, 0.173, -0.811], [-1.497, -1.342, 1.736], [1.138, -1.531, 1.681], [0.315, 2.153, 0.185], [-0.087, -0.645, -1.266]], "atomic_forces_ev_per_a": [[-0.8, 0.3, -1.2], [1.6, 0.6, 0.5], [1.2, -0.9, 1.1], [0.8, -0.1, 0.6], [-0.1, -0.6, 0.7], [-0.7, -0.3, 0.6], [-1.8, 0.5, -0.4], [0.4, 0.8, -1.3], [-0.4, 0.2, -0.6], [0.2, -0.9, 0.2], [-0.4, 0.5, -0.1]], "e_above_lowest_kj_mol": 255.1, "homo_lumo_gap_ha": 0.4026, "energy_ev": -9341.5377}

(3)
{"formula": "C2H2Br2O", "method": "ωB97M-V/def2-TZVPD", "elements": ["C", "C", "O", "Br", "Br", "H", "H"], "coordinates": [[1.697, -0.036, 0.241], [1.019, 1.058, 0.191], [2.268, -1.074, 0.357], [-2.940, -1.955, -0.808], [1.541, 2.478, -1.028], [-3.715, -1.656, 0.460], [0.130, 1.185, 0.588]], "atomic_forces_ev_per_a": [[1.8, -3.8, 0.6], [3.6, 1.3, -2.8], [-1.3, 2.8, -0.4], [-1.0, 0.4, 1.7], [-0.1, -0.8, 0.6], [1.0, -0.4, -1.7], [-4.0, 0.4, 2.0]], "smiles": "O=C=CBr.Br", "e_above_lowest_kj_mol": 81.7, "homo_lumo_gap_ha": 0.3276, "energy_ev": -144237.0322}

(4)
{"formula": "C5H14NO4PS", "method": "ωB97M-V/def2-TZVPD", "elements": ["N", "O", "C", "O", "O", "P", "S", "H", "H", "H", "H", "C", "C", "O", "C", "C", "H", "H", "H", "H", "H", "H", "H", "H", "H", "H"], "coordinates": [[-1.536, 1.519, 3.270], [-2.931, 1.290, 3.291], [-3.285, 0.204, 2.543], [-3.623, 0.298, 1.436], [-3.318, -1.080, 3.102], [-1.776, -1.694, 3.362], [-0.749, -1.666, 1.720], [-1.360, 2.431, 2.848], [-1.045, 0.842, 2.677], [-1.832, -3.037, 3.815], [-1.210, -0.889, 4.381], [2.985, 0.962, -1.391], [2.363, -0.423, -1.335], [0.955, -0.411, -1.175], [0.211, 0.233, -2.194], [0.395, -0.384, -3.570], [2.722, 1.535, -0.498], [4.072, 0.887, -1.452], [2.640, 1.529, -2.257], [2.763, -0.955, -0.470], [2.640, -1.011, -2.216], [0.436, 1.305, -2.212], [-0.838, 0.145, -1.906], [1.424, -0.292, -3.923], [-0.250, 0.110, -4.298], [0.148, -1.447, -3.549]], "atomic_forces_ev_per_a": [[1.9, 0.3, 0.5], [-0.7, -1.1, 0.5], [0.0, -0.3, 0.1], [-0.9, 0.5, -2.1], [1.5, 0.2, 1.8], [0.5, 0.0, -1.4], [0.0, 0.2, 0.5], [-0.6, -0.2, -0.1], [-0.4, 0.0, -0.1], [-0.8, 0.7, 0.4], [-0.5, -0.4, 0.1], [-0.1, 0.1, -0.1], [0.1, 0.1, 0.0], [-0.1, -0.1, 0.2], [-0.1, 0.0, -0.1], [0.2, 0.0, 0.0], [0.0, -0.1, 0.0], [0.0, 0.0, 0.0], [0.1, 0.0, 0.0], [-0.2, 0.0, 0.0], [0.0, 0.1, 0.0], [0.1, 0.0, -0.1], [0.1, -0.1, 0.2], [0.0, 0.1, 0.0], [0.0, 0.0, 0.0], [0.0, 0.0, 0.0]], "smiles": "NOC(=O)O[PH2]=S.CCOCC", "homo_lumo_gap_ha": 0.3617, "energy_ev": -35213.5630}

(5)
{"formula": "C5H5NO2", "method": "ωB97M-V/def2-TZVPD", "elements": ["C", "C", "C", "C", "C", "H", "H", "H", "H", "H", "N", "O", "O"], "coordinates": [[-0.013, 0.906, 1.723], [-0.013, 0.291, 0.347], [-0.960, 0.560, -0.526], [0.426, -1.432, -1.476], [0.902, -0.782, -0.214], [-0.438, 0.220, 2.550], [-0.683, 1.757, 1.782], [0.925, 1.344, 1.872], [-1.682, 1.304, -0.225], [0.956, -2.272, -2.036], [-0.384, -0.878, -2.309], [-0.991, 0.184, -1.786], [1.954, -1.201, 0.298]], "atomic_forces_ev_per_a": [[-1.9, -1.3, 0.4], [1.2, -2.4, -0.1], [0.0, 1.4, 0.6], [1.1, -0.4, -2.0], [1.4, -0.8, 1.9], [1.4, 0.8, -1.3], [-0.4, 0.1, -0.5], [1.6, 0.1, 1.0], [-0.5, 0.0, -0.7], [-0.4, 0.9, 1.7], [1.0, -1.1, 1.2], [-2.8, 1.8, -1.4], [-1.8, 1.0, -0.7]], "smiles": "Cc1concc1=O", "e_above_lowest_kj_mol": 323.6, "homo_lumo_gap_ha": 0.3634, "energy_ev": -10847.9606}

> Which formula does entry 3 have?

C2H2Br2O